(1)
{"formula": "C22H39N4O5S4", "method": "wB97M-V/def2-TZVPD", "multiplicity": 1, "orbital_gap_ha": 0.23798, "lumo_ev": -4.4, "charge": 1, "symbols": ["C", "N", "C", "C", "C", "N", "N", "C", "C", "C", "C", "C", "S", "C", "S", "N", "C", "C", "O", "C", "C", "H", "H", "H", "H", "H", "H", "H", "H", "H", "H", "H", "H", "H", "H", "H", "H", "H", "H", "H", "H", "H", "H", "H", "C", "C", "C", "S", "O", "O", "C", "H", "H", "H", "H", "H", "H", "H", "H", "C", "C", "C", "S", "O", "O", "C", "H", "H", "H", "H", "H", "H", "H", "H"], "positions_angstrom": [[3.15, -2.06, 3.57], [2.99, -0.79, 2.87], [1.75, -0.58, 2.12], [1.97, -0.40, 0.65], [1.75, 0.85, 0.05], [1.93, 1.13, -1.21], [2.35, 0.11, -1.94], [2.59, -1.11, -1.51], [2.41, -1.43, -0.17], [2.62, -2.83, 0.32], [2.63, -3.91, -0.76], [2.41, -5.32, -0.17], [1.06, -6.29, -0.86], [-0.41, -5.35, -0.73], [-1.68, -5.86, -1.59], [-0.42, -4.30, 0.20], [-0.76, -4.76, 1.57], [-1.64, -3.74, 2.26], [-2.83, -3.63, 1.52], [-2.60, -2.95, 0.30], [-1.16, -3.11, -0.24], [4.20, -2.34, 3.58], [2.58, -2.88, 3.13], [2.83, -1.96, 4.61], [3.80, -0.57, 2.31], [1.22, 0.30, 2.48], [1.06, -1.42, 2.26], [1.40, 1.67, 0.67], [2.47, 0.32, -2.93], [2.92, -1.83, -2.24], [1.80, -3.06, 1.00], [3.54, -2.86, 0.91], [1.86, -3.70, -1.50], [3.58, -3.89, -1.28], [2.34, -5.26, 0.92], [3.29, -5.92, -0.37], [0.12, -5.04, 2.15], [-1.38, -5.66, 1.48], [-1.88, -4.11, 3.25], [-1.16, -2.76, 2.35], [-3.33, -3.29, -0.43], [-2.77, -1.88, 0.45], [-0.59, -2.21, 0.02], [-1.21, -3.15, -1.32], [-3.27, 2.95, 0.72], [-4.11, 2.31, 1.83], [-3.21, 1.34, 2.59], [-1.54, 2.00, 2.43], [-0.74, 1.04, 1.68], [-1.06, 2.46, 3.70], [-1.96, 3.37, 1.37], [-3.77, 3.81, 0.26], [-3.07, 2.22, -0.07], [-4.47, 3.09, 2.51], [-4.99, 1.80, 1.43], [-3.45, 1.27, 3.65], [-3.21, 0.34, 2.15], [-1.15, 3.55, 0.67], [-2.09, 4.24, 2.02], [-0.65, 5.39, -4.86], [0.82, 5.27, -4.46], [0.99, 5.93, -3.09], [-0.61, 5.77, -2.27], [-1.17, 7.08, -2.07], [-0.50, 4.85, -1.15], [-1.45, 4.97, -3.63], [-0.90, 4.77, -5.72], [-0.88, 6.43, -5.12], [1.10, 4.21, -4.40], [1.48, 5.73, -5.20], [1.74, 5.45, -2.47], [1.20, 6.99, -3.17], [-2.49, 5.30, -3.64], [-1.40, 3.90, -3.47]], "lowdin_charge": [-0.1125, -0.0758, -0.1649, -0.0803, -0.0183, 0.1391, 0.0630, 0.0442, -0.1082, -0.1403, -0.2361, -0.4574, 0.9385, -1.1652, 0.7377, -0.1927, -0.1374, -0.1893, -0.1123, -0.1775, -0.1718, 0.0860, 0.0595, 0.0824, 0.1044, 0.0965, 0.1213, 0.1281, 0.1819, 0.1481, 0.0975, 0.1369, 0.0994, 0.1169, 0.0718, 0.0759, 0.1186, 0.1280, 0.1363, 0.1190, 0.1148, 0.1134, 0.0996, 0.1045, -0.2121, -0.2028, -0.2098, 0.6856, -0.3595, -0.3056, -0.2242, 0.1206, 0.1180, 0.1211, 0.1170, 0.1074, 0.0931, 0.0736, 0.1194, -0.2161, -0.2129, -0.2152, 0.6659, -0.3015, -0.3426, -0.2307, 0.1168, 0.1234, 0.1102, 0.1161, 0.0998, 0.1079, 0.1099, 0.1039]}

(2)
{"formula": "C22H40BCl22F2SSi", "method": "wB97M-V/def2-TZVPD", "multiplicity": 1, "orbital_gap_ha": 0.19475, "lumo_ev": 1.5, "charge": -1, "symbols": ["C", "Si", "C", "C", "C", "C", "F", "F", "B", "S", "C", "C", "C", "C", "C", "C", "H", "H", "H", "H", "H", "H", "H", "H", "H", "H", "H", "H", "H", "H", "H", "H", "H", "H", "C", "Cl", "Cl", "H", "H", "C", "Cl", "Cl", "H", "H", "C", "Cl", "Cl", "H", "H", "C", "Cl", "Cl", "H", "H", "C", "Cl", "Cl", "H", "H", "C", "Cl", "Cl", "H", "H", "C", "Cl", "Cl", "H", "H", "C", "Cl", "Cl", "H", "H", "C", "Cl", "Cl", "H", "H", "C", "Cl", "Cl", "H", "H", "C", "Cl", "Cl", "H", "H"], "positions_angstrom": [[-1.17, -1.78, 2.21], [-2.06, -0.93, 0.77], [-1.44, -1.60, -0.87], [-3.92, -1.31, 0.85], [-4.75, -0.04, 0.52], [-6.25, -0.28, 0.50], [-6.55, -1.09, -0.58], [-6.51, -1.01, 1.67], [-7.12, 1.10, 0.57], [-6.41, 2.51, -0.55], [-1.81, 0.94, 0.81], [-2.01, 1.71, 1.96], [-1.87, 3.10, 1.97], [-1.53, 3.74, 0.79], [-1.32, 3.02, -0.37], [-1.45, 1.63, -0.36], [-1.65, -1.56, 3.17], [-1.18, -2.85, 2.06], [-0.12, -1.49, 2.26], [-1.75, -2.63, -1.04], [-0.36, -1.58, -0.99], [-1.90, -1.00, -1.66], [-4.10, -2.03, 0.05], [-4.14, -1.70, 1.84], [-4.59, 0.71, 1.29], [-4.41, 0.33, -0.44], [-8.28, 0.89, 0.26], [-7.07, 1.53, 1.70], [-6.11, 1.96, -1.73], [-2.29, 1.20, 2.87], [-2.06, 3.62, 2.89], [-1.42, 4.82, 0.76], [-1.06, 3.52, -1.29], [-1.29, 1.10, -1.29], [-0.35, 0.84, -4.83], [0.13, -0.05, -3.38], [-1.76, 1.87, -4.51], [0.48, 1.46, -5.13], [-0.61, 0.13, -5.61], [2.34, 1.15, -7.81], [0.63, 1.38, -8.17], [2.69, 1.17, -6.07], [2.66, 0.19, -8.20], [2.90, 1.96, -8.27], [0.60, -5.35, 0.84], [-0.95, -5.87, 0.16], [0.96, -3.66, 0.47], [0.56, -5.48, 1.91], [1.39, -5.97, 0.42], [-2.49, -4.78, 4.14], [-3.21, -4.13, 2.68], [-1.47, -6.20, 3.80], [-1.87, -4.01, 4.59], [-3.28, -5.09, 4.81], [2.00, 4.51, -2.43], [0.84, 3.83, -3.58], [3.23, 3.33, -1.97], [2.49, 5.35, -2.91], [1.47, 4.83, -1.55], [2.47, 7.83, -4.74], [0.93, 8.55, -4.26], [3.58, 7.65, -3.37], [2.28, 6.85, -5.16], [2.94, 8.47, -5.48], [4.19, -1.64, 1.46], [4.66, -2.40, 2.99], [2.73, -0.68, 1.64], [5.00, -0.99, 1.14], [4.01, -2.42, 0.72], [1.91, 1.05, 5.61], [1.20, 1.70, 4.12], [2.93, -0.37, 5.29], [2.52, 1.82, 6.06], [1.11, 0.76, 6.27], [7.07, -5.21, 3.31], [6.76, -6.84, 3.90], [7.77, -5.22, 1.68], [6.14, -4.65, 3.28], [7.77, -4.71, 3.97], [9.93, -2.09, 5.34], [8.41, -2.64, 4.63], [10.25, -0.39, 4.97], [9.87, -2.20, 6.41], [10.73, -2.69, 4.93], [-5.34, 1.04, -4.94], [-5.56, 0.10, -3.47], [-4.76, 0.04, -6.30], [-6.29, 1.47, -5.22], [-4.61, 1.82, -4.76]], "lowdin_charge": [-0.2362, 0.5939, -0.2201, -0.2384, -0.2140, -0.5709, -0.0084, -0.0181, -0.7383, 0.5223, -0.2397, -0.1106, -0.0915, -0.0962, -0.0831, -0.0861, 0.0244, -0.0622, -0.0144, 0.0259, -0.0202, 0.0028, 0.0782, 0.0312, 0.1007, 0.0860, 0.0082, 0.0191, -0.2884, 0.1012, 0.0960, 0.0938, 0.0670, 0.0387, -1.0676, 0.5753, 0.5246, -0.1075, 0.0144, -0.9897, 0.5401, 0.5605, 0.0244, 0.0216, -1.0047, 0.5041, 0.5763, -0.0133, 0.0215, -0.9838, 0.6102, 0.5050, 0.0261, 0.0229, -1.0114, 0.5300, 0.5105, -0.0568, 0.0279, -1.0168, 0.5152, 0.5252, 0.0208, 0.0218, -1.0008, 0.5060, 0.5181, 0.0267, 0.0144, -1.0232, 0.5171, 0.4782, 0.0204, 0.0220, -1.0866, 0.4990, 0.4970, -0.0392, -0.0906, -1.0024, 0.5835, 0.5117, 0.0253, 0.0276, -1.0337, 0.5745, 0.4661, 0.0259, -0.0164]}

(3)
{"formula": "C22H40ClCrN3O5Si3Te", "method": "wB97M-V/def2-TZVPD", "multiplicity": 5, "orbital_gap_ha": [0.23823, 0.24634], "lumo_ev": [-0.5, -0.5], "charge": 0, "symbols": ["Cr", "C", "O", "Si", "C", "C", "C", "Si", "C", "C", "C", "Si", "C", "C", "C", "H", "H", "H", "H", "H", "H", "H", "H", "H", "H", "H", "H", "H", "H", "H", "H", "H", "H", "H", "H", "H", "H", "H", "H", "H", "H", "H", "N", "C", "C", "C", "C", "C", "C", "C", "N", "C", "C", "N", "C", "H", "H", "H", "H", "H", "H", "H", "O", "Cl", "O", "O", "O", "C", "Te", "C", "H", "H", "H", "H", "H", "H"], "positions_angstrom": [[-0.95, 1.55, 0.21], [-0.35, -0.33, 2.92], [0.18, 0.46, 1.85], [1.78, 0.87, 1.69], [1.81, 2.60, 2.49], [2.94, -0.25, 2.67], [2.04, 0.79, -0.20], [2.58, -1.08, -0.77], [1.34, -2.23, 0.09], [4.35, -1.53, -0.22], [2.51, -1.49, -2.61], [3.53, 2.02, -0.62], [4.85, 2.04, 0.68], [4.41, 1.55, -2.27], [2.94, 3.84, -0.68], [0.35, -1.20, 3.11], [-1.31, -0.71, 2.58], [-0.50, 0.28, 3.78], [1.47, 2.52, 3.54], [1.10, 3.28, 1.95], [2.79, 3.09, 2.51], [2.82, -0.11, 3.79], [3.93, 0.14, 2.37], [2.80, -1.35, 2.41], [2.03, -2.89, 0.65], [0.78, -2.77, -0.71], [0.66, -1.72, 0.79], [4.72, -2.47, -0.66], [4.52, -1.67, 0.84], [5.06, -0.69, -0.44], [1.49, -1.44, -3.02], [2.94, -2.50, -2.81], [3.12, -0.72, -3.12], [5.39, 3.03, 0.57], [5.60, 1.21, 0.61], [4.46, 2.03, 1.72], [5.32, 0.96, -2.02], [4.89, 2.44, -2.69], [3.78, 1.06, -3.02], [2.30, 4.00, 0.21], [2.31, 3.99, -1.56], [3.89, 4.45, -0.72], [-6.46, -7.83, 0.53], [-5.79, -6.90, 0.61], [-4.94, -5.76, 0.39], [-4.65, -5.53, -0.93], [-4.00, -4.37, -1.33], [-3.65, -3.47, -0.36], [-3.90, -3.67, 1.02], [-4.54, -4.87, 1.41], [-3.01, -2.23, -0.70], [-2.50, -1.84, -1.96], [-1.76, -0.68, -1.74], [-1.89, -0.33, -0.43], [-2.65, -1.26, 0.16], [-4.93, -6.33, -1.62], [-3.73, -4.19, -2.43], [-3.57, -2.92, 1.78], [-4.71, -5.08, 2.46], [-2.75, -2.33, -2.91], [-1.13, -0.14, -2.42], [-2.93, -1.22, 1.18], [-2.59, 4.08, -2.83], [-1.37, 3.29, -2.70], [-0.32, 4.06, -2.09], [-1.82, 2.14, -1.55], [0.82, 1.08, -0.78], [-2.44, 5.18, 0.55], [-2.96, 3.10, 1.01], [-4.65, 2.65, -0.27], [-1.68, 5.17, -0.21], [-2.23, 5.81, 1.45], [-3.34, 5.52, 0.03], [-5.44, 3.31, 0.08], [-4.86, 1.61, -0.02], [-4.29, 2.89, -1.25]], "lowdin_spin": [3.7623, 0.0045, 0.0245, 0.0060, 0.0082, 0.0005, 0.0044, 0.0007, 0.0002, 0.0002, 0.0001, 0.0005, 0.0001, -0.0002, 0.0003, 0.0000, 0.0013, 0.0002, 0.0002, 0.0073, 0.0003, 0.0001, 0.0001, 0.0000, 0.0000, 0.0001, 0.0000, 0.0000, 0.0000, 0.0000, 0.0000, 0.0000, 0.0000, 0.0000, 0.0000, 0.0000, 0.0000, 0.0000, 0.0000, 0.0002, 0.0000, 0.0001, 0.0001, 0.0000, 0.0002, 0.0000, 0.0004, 0.0004, 0.0003, -0.0001, 0.0036, 0.0005, 0.0057, 0.0383, 0.0146, 0.0000, 0.0000, 0.0000, 0.0000, 0.0002, 0.0004, 0.0012, 0.0040, 0.0126, 0.0079, 0.0139, 0.0333, 0.0143, 0.0168, 0.0082, 0.0007, -0.0002, 0.0004, -0.0003, -0.0001, 0.0005]}